Formula: C4H11NO
Source: the Open Molecules 2025 dataset
Level of theory: the ωB97M-V functional and the def2-TZVPD basis

Molar mass, u: 89.1
Frontier orbital gap, eV: 9.869
Relative energy (zero: lowest compared OMol25 entry of this formula, charge and spin), eV: 1.8868
Structure (SMILES): CN[C@H](C)CO
Maximum force, eV/Å: 3.82
E_tot, Ha: -288.94768

```
17
Properties=species:S:1:pos:R:3:lowdin_charge:R:1
O 1.0349 1.1273 1.7075 -0.07
N 0.1084 -0.5807 -1.4301 -0.08
C -1.2917 -0.0495 -1.7397 -0.11
C -0.7021 -1.0859 0.9528 -0.08
C 0.4049 -0.5200 0.0360 -0.39
C 0.6811 0.9748 0.3685 -0.28
H -1.3741 0.4953 -2.6252 0.03
H -1.0637 -2.0843 0.7515 0.07
H -0.4080 -1.0940 1.9716 0.05
H -0.2870 1.5773 0.2084 0.12
H 1.5643 1.9483 1.7164 0.10
H 0.2345 -1.5283 -1.7277 0.08
H -2.0549 -0.8913 -1.5689 0.10
H 1.4885 1.2850 -0.3620 0.13
H -1.5524 -0.3548 1.0067 0.09
H -1.5371 0.8207 -1.0121 0.08
H 1.3975 -1.0447 0.2867 0.16
```